No. 1
{"formula": "C18H57N3O9", "method": "ωB97M-V/def2-TZVPD", "smiles": "COC[C@H](C)N.COC[C@H](C)N.COC[C@H](C)N.CO.CO.CO.CO.CO.CO", "charge": 0, "orbital_gap_ev": 8.81, "total_energy_ha": -1561.21936, "species": ["C", "O", "C", "C", "C", "N", "H", "H", "H", "H", "H", "H", "H", "H", "H", "H", "H", "C", "O", "C", "C", "C", "N", "H", "H", "H", "H", "H", "H", "H", "H", "H", "H", "H", "C", "O", "C", "C", "C", "N", "H", "H", "H", "H", "H", "H", "H", "H", "H", "H", "H", "C", "O", "H", "H", "H", "H", "C", "O", "H", "H", "H", "H", "C", "O", "H", "H", "H", "H", "C", "O", "H", "H", "H", "H", "C", "O", "H", "H", "H", "H", "C", "O", "H", "H", "H", "H"], "positions_angstrom": [[4.705, 0.999, 1.216], [3.806, 2.015, 1.644], [2.585, 2.058, 0.955], [1.621, 2.923, 1.724], [2.096, 4.401, 1.826], [1.359, 2.292, 3.121], [5.017, 1.180, 0.173], [4.178, -0.001, 1.257], [5.489, 0.961, 1.933], [2.642, 2.418, -0.082], [2.233, 1.025, 0.909], [0.601, 2.730, 1.253], [3.032, 4.324, 2.306], [1.402, 5.018, 2.396], [2.225, 4.781, 0.801], [1.866, 2.805, 3.848], [0.411, 2.502, 3.340], [0.234, 2.799, -7.216], [0.602, 1.889, -6.215], [-0.156, 0.752, -6.028], [0.631, -0.010, -4.894], [2.032, -0.406, -5.295], [-0.126, -1.165, -4.418], [-0.292, 2.281, -8.031], [1.123, 3.410, -7.568], [-0.492, 3.504, -6.884], [-1.217, 0.857, -5.735], [-0.183, 0.134, -6.952], [0.694, 0.729, -4.061], [2.604, -0.539, -4.338], [2.517, 0.388, -5.848], [2.055, -1.350, -5.807], [0.266, -2.045, -4.031], [-0.793, -0.781, -3.775], [-2.582, 2.703, 1.389], [-2.788, 1.548, 2.098], [-3.855, 1.591, 3.045], [-4.025, 0.111, 3.547], [-5.267, 0.162, 4.407], [-2.784, -0.256, 4.324], [-2.291, 3.522, 2.135], [-3.410, 3.152, 0.795], [-1.821, 2.631, 0.667], [-3.677, 2.132, 3.943], [-4.838, 1.833, 2.593], [-4.224, -0.570, 2.714], [-5.157, 0.974, 5.106], [-5.485, -0.782, 4.910], [-6.146, 0.335, 3.800], [-2.063, -0.495, 3.631], [-3.061, -1.031, 4.918], [4.905, -3.007, 0.326], [4.476, -2.519, 1.576], [4.633, -2.298, -0.460], [6.009, -3.143, 0.365], [4.429, -3.977, 0.090], [4.700, -3.203, 2.207], [-3.253, -0.468, -1.370], [-1.973, -0.637, -0.820], [-4.014, -0.308, -0.610], [-3.207, 0.439, -1.961], [-3.568, -1.312, -1.987], [-2.056, -0.951, 0.130], [1.116, -1.431, 2.860], [0.224, -0.318, 2.867], [1.992, -1.293, 3.451], [0.564, -2.360, 3.115], [1.566, -1.533, 1.837], [0.632, 0.573, 3.029], [-1.103, -3.843, -0.677], [-0.378, -2.867, -1.420], [-0.576, -4.720, -0.809], [-1.271, -3.539, 0.381], [-2.102, -4.005, -1.220], [-0.856, -2.033, -1.281], [-2.458, -2.848, 2.373], [-1.888, -1.674, 1.795], [-1.745, -3.288, 3.019], [-3.330, -2.696, 3.019], [-2.739, -3.615, 1.622], [-1.056, -1.488, 2.271], [1.858, -0.708, -1.421], [2.107, -1.752, -2.243], [1.678, -1.051, -0.396], [2.825, -0.127, -1.432], [1.124, 0.011, -1.781], [1.444, -2.448, -1.990]], "atomic_forces_ev_per_a": [[-2.1, -0.8, -0.7], [0.7, 0.5, 0.0], [0.1, -0.6, 0.2], [-1.8, -0.8, 1.3], [-1.5, -1.4, -1.1], [1.0, 0.8, -1.0], [0.3, -0.1, 0.4], [0.5, 0.8, -0.1], [0.9, 0.1, 0.3], [0.4, 0.1, 0.0], [-0.5, -0.1, -0.1], [1.3, 0.9, 0.1], [1.2, 0.4, 0.6], [0.0, 0.0, -0.1], [0.0, 0.1, 0.4], [0.3, -0.4, -0.4], [-1.0, 0.3, 0.2], [0.4, -0.1, -0.9], [0.5, 1.4, 0.0], [0.4, -2.1, 0.3], [-0.4, -0.1, 0.2], [0.6, 0.5, 1.6], [-0.8, -0.3, -0.2], [0.6, 0.0, -0.3], [-0.9, -1.1, 0.3], [-0.7, 0.8, 0.7], [0.3, 0.6, 0.1], [0.1, 0.1, 0.3], [0.2, -0.2, -0.5], [-0.3, -0.1, -0.9], [0.1, 0.0, -0.3], [-0.1, -0.4, -0.5], [0.3, 1.6, -0.5], [-0.5, -0.5, 0.4], [-0.5, 3.1, 1.4], [-0.8, -0.6, 0.2], [-0.4, -3.2, -1.3], [0.8, 1.2, 0.4], [0.1, -0.7, 0.1], [-1.6, 0.5, -0.9], [-0.2, -0.6, -1.0], [-0.3, -0.7, 0.6], [1.3, -0.7, -0.6], [0.5, 1.1, 0.5], [0.6, 0.5, -0.1], [0.3, 0.1, -0.2], [-0.2, 0.1, 0.6], [0.3, 0.0, 0.3], [-0.2, 0.3, -0.3], [-0.3, 0.0, 0.8], [0.6, -0.2, -0.2], [0.6, -0.6, -0.4], [-0.4, 0.2, 0.2], [0.1, 0.0, 0.2], [-0.6, 0.1, -0.4], [0.2, 0.4, 0.0], [0.0, 0.0, 0.4], [-0.3, 0.3, -0.1], [0.4, -0.8, 1.6], [-0.1, 0.0, 0.2], [-0.2, 0.1, -0.4], [0.1, -0.1, -0.1], [0.2, 0.5, -1.1], [0.2, 0.5, -1.9], [-0.3, -0.3, 0.4], [0.4, 0.0, 1.1], [0.4, 0.6, 0.0], [-0.6, -0.3, 0.6], [0.4, -0.9, -0.1], [-2.3, 1.8, -1.0], [0.0, 0.1, 0.4], [1.1, -2.0, 0.3], [0.4, -0.4, -0.9], [1.0, 0.2, 1.1], [0.0, 0.3, -0.2], [-0.6, -0.3, -0.4], [-0.4, -0.7, 0.2], [0.9, -0.7, 0.6], [0.0, 0.6, -0.4], [0.1, 0.7, 0.2], [-0.4, 0.6, -0.5], [1.9, 2.2, 1.1], [-0.8, -3.0, -0.9], [-0.3, 0.4, 0.0], [-0.8, -0.2, 0.5], [-0.6, -0.1, 0.1], [0.6, 0.7, -0.6]], "lowdin_charge": [-0.078, -0.192, -0.242, -0.345, -0.041, 0.042, 0.095, 0.082, 0.076, 0.133, 0.100, 0.143, 0.055, 0.075, 0.086, 0.087, 0.054, -0.109, -0.203, -0.220, -0.432, -0.057, 0.039, 0.086, 0.109, 0.062, 0.121, 0.129, 0.129, 0.077, 0.070, 0.073, 0.081, 0.048, -0.155, -0.181, -0.179, -0.417, -0.082, 0.065, 0.109, 0.094, 0.054, 0.111, 0.131, 0.118, 0.076, 0.078, 0.076, 0.033, 0.062, -0.161, -0.139, 0.072, 0.085, 0.083, 0.072, -0.147, -0.160, 0.079, 0.077, 0.080, 0.072, -0.127, -0.173, 0.070, 0.087, 0.073, 0.049, -0.116, -0.152, 0.051, 0.054, 0.112, 0.035, -0.136, -0.157, 0.070, 0.073, 0.084, 0.032, -0.228, -0.141, 0.068, 0.090, 0.072, 0.072]}



No. 2
{"formula": "C18H58HgO15Rb2", "method": "ωB97M-V/def2-TZVPD", "charge": 0, "orbital_gap_ev": 8.37, "total_energy_ha": -2050.74598, "species": ["Hg", "Rb", "Rb", "C", "C", "O", "H", "H", "H", "H", "H", "C", "C", "O", "H", "H", "H", "H", "H", "C", "C", "O", "H", "H", "H", "H", "H", "C", "C", "O", "H", "H", "H", "H", "H", "C", "C", "O", "O", "H", "H", "H", "H", "H", "H", "C", "C", "O", "O", "H", "H", "H", "H", "H", "H", "O", "H", "H", "O", "H", "H", "O", "H", "H", "O", "H", "H", "C", "C", "O", "H", "H", "H", "H", "H", "H", "C", "C", "O", "H", "H", "H", "H", "H", "H", "C", "C", "O", "H", "H", "H", "H", "H", "H"], "positions_angstrom": [[0.305, 1.410, -1.377], [-0.571, 2.146, -4.635], [3.025, -0.341, 1.218], [2.312, 3.576, 0.385], [1.151, 2.992, 1.106], [1.034, 1.615, 0.737], [1.984, 3.687, -0.680], [3.136, 2.845, 0.398], [2.666, 4.513, 0.779], [0.175, 3.450, 0.943], [1.417, 3.123, 2.113], [3.753, 1.685, -3.973], [2.906, 1.421, -2.734], [1.627, 1.847, -2.982], [3.760, 2.737, -4.255], [3.438, 1.035, -4.846], [4.769, 1.365, -3.693], [3.290, 2.001, -1.846], [2.892, 0.360, -2.527], [-2.633, -1.906, -2.086], [-1.381, -1.254, -1.539], [-1.128, -0.003, -2.194], [-2.368, -2.910, -2.458], [-3.252, -1.412, -2.851], [-3.284, -2.157, -1.233], [-0.563, -1.982, -1.790], [-1.488, -1.109, -0.463], [-0.390, 5.513, -1.757], [-1.331, 4.436, -1.327], [-1.160, 3.181, -2.037], [-0.613, 5.484, -2.824], [0.634, 5.166, -1.659], [-0.560, 6.452, -1.179], [-2.406, 4.750, -1.428], [-1.082, 4.304, -0.279], [2.552, -2.307, 4.481], [1.616, -1.209, 4.989], [2.036, 0.115, 4.509], [2.685, -2.326, 3.095], [2.190, -3.312, 4.833], [3.474, -2.124, 4.922], [1.664, -1.282, 6.046], [0.560, -1.448, 4.707], [1.268, 0.480, 4.032], [1.873, -2.631, 2.699], [-1.081, -4.357, 3.246], [0.081, -4.360, 2.193], [0.400, -3.027, 1.718], [-0.842, -3.436, 4.364], [-1.140, -5.350, 3.626], [-1.896, -4.074, 2.661], [-0.255, -5.006, 1.362], [1.013, -4.721, 2.580], [-0.324, -2.416, 1.846], [-1.290, -2.597, 4.068], [1.939, -1.944, -0.864], [1.993, -2.421, -1.718], [1.180, -2.267, -0.445], [0.659, -0.483, -4.325], [1.181, 0.206, -3.932], [-0.079, -0.579, -3.718], [-1.604, -1.219, 2.339], [-2.198, -0.739, 1.746], [-0.864, -0.626, 2.517], [-3.097, 2.092, -3.215], [-2.943, 1.234, -2.871], [-2.339, 2.661, -2.669], [-1.775, 1.411, 4.311], [-0.933, 1.943, 3.156], [-0.033, 0.884, 2.835], [-2.406, 0.591, 4.010], [-2.436, 2.220, 4.670], [-1.132, 1.082, 5.127], [-0.385, 2.856, 3.473], [-1.530, 2.181, 2.237], [0.433, 1.195, 1.911], [-5.076, 2.202, -0.083], [-4.050, 1.518, 0.777], [-3.600, 0.243, 0.385], [-5.889, 1.489, -0.037], [-4.630, 2.362, -1.103], [-5.452, 3.146, 0.374], [-4.418, 1.412, 1.782], [-3.122, 2.220, 0.910], [-3.163, 0.239, -0.419], [2.623, -5.108, -3.688], [2.135, -3.886, -4.399], [2.256, -2.782, -3.504], [2.133, -5.364, -2.783], [3.719, -4.874, -3.444], [2.577, -5.984, -4.340], [1.120, -3.970, -4.791], [2.748, -3.809, -5.335], [1.812, -1.965, -3.882]], "atomic_forces_ev_per_a": [[-0.8, 0.2, 0.9], [-0.2, 0.2, 0.0], [0.0, 0.1, 0.0], [-0.2, -0.1, -2.2], [-0.1, -0.7, -1.0], [0.0, 0.2, 0.2], [0.7, 0.2, 0.5], [-0.2, 0.3, 0.1], [0.0, 0.5, 0.1], [0.3, 0.5, -0.1], [-0.1, -0.4, 2.0], [0.6, -1.2, 0.0], [0.5, 1.2, -0.2], [-1.1, 0.2, -0.8], [-0.1, 0.0, 0.0], [0.2, 0.8, 0.9], [0.0, 0.2, -0.5], [0.3, -0.7, -0.6], [0.5, -0.7, 0.4], [-1.0, -1.6, 0.5], [0.8, 0.7, -1.6], [-0.2, -0.8, 0.2], [-0.2, 0.4, -0.3], [0.6, 0.3, 0.3], [-0.2, 0.3, -0.3], [-0.2, 0.6, 0.7], [0.3, -0.2, 0.2], [-0.3, -0.2, -0.8], [-0.7, -1.7, 0.4], [0.3, 1.5, 0.7], [0.4, 1.3, -0.3], [0.2, 0.1, 0.2], [0.1, -0.5, -0.9], [0.8, -0.1, 0.2], [-0.7, -0.4, 0.6], [-2.3, -0.6, 0.2], [-0.4, 0.2, -1.7], [-0.4, -1.5, 0.5], [1.2, 0.3, -0.4], [0.2, 0.9, 0.0], [2.0, 0.2, 0.5], [0.0, 0.4, 1.3], [0.8, 0.4, 0.0], [0.0, 0.0, -0.1], [-1.0, -0.3, -0.4], [3.2, 1.1, 0.3], [-1.0, 0.9, 0.3], [0.7, -1.1, -0.2], [-1.0, 0.2, -1.8], [-0.4, -0.7, 0.4], [-1.9, 0.4, -0.4], [0.2, 0.3, 0.2], [0.4, -0.5, 0.4], [-1.1, 0.3, 0.1], [0.6, -1.0, 0.5], [1.9, 0.7, -1.1], [0.1, 0.2, 0.1], [-1.9, -0.9, 1.1], [0.2, -1.2, -1.3], [0.7, 1.1, 0.7], [-0.8, 0.0, 0.9], [-0.3, -1.1, -0.1], [-0.2, 0.1, -0.1], [0.2, 1.1, 0.2], [0.7, 2.2, 0.0], [0.3, -1.5, 0.5], [-1.1, -0.8, -0.5], [-0.5, 1.4, -0.1], [-0.3, -0.5, 0.2], [0.9, 0.7, -0.8], [-0.1, -0.4, -0.2], [0.2, -0.3, 0.1], [0.1, 0.1, 0.0], [-0.2, -0.5, -0.2], [0.3, 0.0, 0.9], [-0.4, -0.8, 0.5], [0.4, -0.2, -0.4], [2.7, 2.4, 0.9], [-1.5, -0.7, 2.6], [-0.6, 0.1, -0.8], [-0.9, -0.1, 0.8], [0.6, -0.5, -0.3], [-0.3, -0.3, 0.5], [-1.4, -1.0, -0.4], [1.3, 0.4, -2.7], [2.3, 0.1, -0.5], [-0.1, 0.1, -0.8], [-0.4, 1.0, -0.8], [-0.7, 0.1, 0.9], [-1.4, -0.7, -0.2], [0.1, 0.1, 0.0], [-0.3, -0.1, 0.4], [-0.1, 0.5, 0.8], [0.4, -1.1, 0.3]], "lowdin_charge": [1.230, 1.047, 0.988, -0.079, -0.389, -0.478, 0.066, 0.070, 0.080, 0.093, 0.093, -0.078, -0.468, -0.544, 0.072, 0.092, 0.073, 0.102, 0.086, -0.085, -0.391, -0.446, 0.070, 0.086, 0.071, 0.097, 0.076, -0.093, -0.390, -0.477, 0.072, 0.054, 0.095, 0.125, 0.065, -0.245, -0.189, -0.099, -0.191, 0.139, 0.096, 0.102, 0.111, 0.026, 0.009, -0.174, -0.166, -0.108, -0.086, 0.109, 0.093, 0.123, 0.108, 0.029, 0.075, -0.145, 0.020, -0.035, -0.119, -0.051, -0.005, -0.046, 0.040, 0.013, -0.245, -0.062, -0.034, -0.067, -0.290, -0.214, 0.056, 0.084, 0.078, 0.119, 0.107, 0.014, -0.074, -0.333, -0.049, 0.071, 0.079, 0.090, 0.104, 0.122, 0.018, -0.095, -0.323, -0.123, 0.055, 0.108, 0.076, 0.112, 0.122, 0.076]}